[1]
This record from OMol25 describes a structure of composition C42H58Cl2GeN6O3PRbSSe2. The level of theory is ωB97M-V/def2-TZVPD.

- Relative energy (zero: lowest compared OMol25 entry of this formula, charge and spin): 19.3 kcal per mole
- Total energy: -292612.105 eV
- HOMO: -1.2 eV
- Net charge: -2

Geometry (Å):
Rb1 -0.72488 -0.38371 0.10125
N1 0.27496 -1.27164 4.12519
P1 1.10452 -0.60175 2.72564
C1 1.44706 1.10194 3.31507
C2 1.27930 2.15545 2.41718
C3 1.51714 3.46977 2.80819
C4 1.93863 3.73403 4.10205
C5 2.10396 2.68761 5.01228
C6 1.85242 1.38089 4.62260
C7 2.69679 -1.46620 3.04689
C8 3.90169 -0.82545 3.32550
C9 5.04410 -1.57173 3.59706
C10 4.99625 -2.95798 3.58111
C11 3.81403 -3.60584 3.24713
C12 2.67223 -2.86388 2.97065
C13 -1.10245 -1.17246 4.18324
C14 -1.87298 -1.91297 5.09496
C15 -3.23434 -1.72086 5.10816
C16 -3.81808 -0.81044 4.22775
C17 -2.98349 -0.13379 3.36014
N2 -1.65466 -0.29968 3.33364
H1 0.68909 -2.07908 4.54817
H2 0.93525 1.97987 1.40119
H3 1.34257 4.26849 2.09368
H4 2.12937 4.75471 4.41143
H5 2.42954 2.89555 6.02529
H6 1.97274 0.56788 5.33100
H7 3.96205 0.25442 3.30029
H8 5.98145 -1.06200 3.79232
H9 5.89298 -3.53558 3.78289
H10 3.78533 -4.68532 3.15580
H11 1.77654 -3.37765 2.63012
H12 -1.39130 -2.61693 5.76288
H13 -3.85091 -2.28111 5.80124
H14 -4.88655 -0.64179 4.21016
H15 -3.39051 0.58031 2.64427
O1 4.52077 -5.44146 -0.23497
C18 4.89204 -4.03752 -0.40035
C19 4.05634 -3.27164 -1.43056
C20 4.11148 -3.96550 -2.81717
O2 3.55182 -5.27379 -2.99253
C21 4.74323 -1.89946 -1.69307
Se1 5.04021 -0.70811 -0.12926
C22 2.63134 -3.00083 -0.89407
Se2 1.47286 -4.50454 -0.26624
H16 3.56042 -5.44210 0.02730
H17 5.94024 -4.01640 -0.70958
H18 4.82176 -3.51202 0.54635
H19 5.17311 -3.98480 -3.09963
H20 3.60187 -3.31846 -3.53452
H21 3.72624 -5.75268 -2.18075
H22 4.14095 -1.34504 -2.41519
H23 5.72604 -2.07424 -2.14139
H24 2.07905 -2.45757 -1.66600
H25 2.74490 -2.34772 -0.03276
Cl1 -5.28378 2.37670 0.72873
C23 -3.98352 2.41581 -0.50679
Cl2 -3.30800 0.79580 -0.82136
H26 -3.16968 3.04016 -0.16638
H27 -4.40946 2.79105 -1.42520
C24 1.90057 4.06465 -3.98250
N3 2.45472 3.33677 -2.86909
C25 3.25303 4.02952 -1.86299
C26 3.50421 2.94527 -0.81826
N4 2.56713 1.88688 -1.22744
C27 2.01181 2.12224 -2.43633
S1 0.87306 1.17901 -3.25516
H28 1.12069 4.76565 -3.65939
H29 1.46610 3.35789 -4.68138
H30 2.69785 4.62447 -4.48016
H31 2.69246 4.87419 -1.45003
H32 4.17541 4.41298 -2.30072
H33 3.27481 3.28682 0.19189
H34 4.51954 2.55846 -0.83206
H35 2.81543 0.93526 -0.94468
C28 -3.30279 5.84538 -0.88776
Ge1 -1.43448 5.35025 -0.33418
C29 -1.05230 6.74092 1.02347
C30 -0.37045 5.82290 -1.92746
C31 -0.99361 3.64862 0.29544
H36 -3.39525 6.92909 -1.06864
H37 -4.01650 5.56453 -0.09763
H38 -3.58679 5.31407 -1.80950
H39 -1.40572 7.73290 0.70258
H40 0.02747 6.79285 1.21158
H41 -1.54958 6.48625 1.97106
H42 -0.59149 6.84218 -2.27416
H43 -0.58101 5.12246 -2.74709
H44 0.69871 5.75361 -1.68901
H45 -0.91172 2.86902 -0.47004
H46 -1.47145 3.31223 1.22585
C32 -4.22764 -4.42867 -3.65014
N5 -3.33836 -3.45654 -3.02575
N6 -3.83336 -2.84992 -1.86729
C33 -2.77167 -2.71946 -0.94212
O3 -2.85474 -2.12233 0.13101
C34 -1.65188 -3.39233 -1.54312
C35 -2.03692 -3.83427 -2.74812
C36 -1.24207 -4.63239 -3.71962
C37 -4.99302 -2.03590 -1.93092
C38 -5.71183 -1.79477 -0.76634
C39 -6.83418 -0.98361 -0.80865
C40 -7.26861 -0.42729 -2.00534
C41 -6.55127 -0.67735 -3.16586
C42 -5.41098 -1.47276 -3.13228
H47 -5.21376 -3.99694 -3.76919
H48 -4.31364 -5.34631 -3.05733
H49 -3.83137 -4.67371 -4.63195
H50 -0.66832 -3.55160 -1.06873
H51 -0.21961 -4.71854 -3.34367
H52 -1.22801 -4.15204 -4.69981
H53 -1.64867 -5.64166 -3.83344
H54 -5.35812 -2.20719 0.17034
H55 -7.36902 -0.77355 0.11067
H56 -8.14418 0.21307 -2.02724
H57 -6.86457 -0.23618 -4.10651
H58 -4.81414 -1.61379 -4.02583

Here are the Mulliken charges for atoms 1 to 8, given in e: 0.9168, -0.3533, 0.7971, -0.1971, -0.2161, -0.2827, -0.5366, -0.6449

[2]
This record from OMol25 describes a cluster of 10 separate species, C42H58N6O22 in total. The level of theory is ωB97M-V/def2-TZVPD.

- Total energy: -98477.302 eV
- HOMO: -8.7 eV
- Structure (SMILES): O=C1C=C(O)C(=O)C=C1O.O=C1C=C(O)C(=O)C=C1O.O=C1C=C(O)C(=O)C=C1O.O=C1C=C(O)C(=O)C=C1O.CN(C)C=O.CN(C)C=O.CN(C)C=O.CN(C)C=O.CN(C)C=O.CN(C)C=O
- Net charge: 0

Geometry (Å):
O1 7.14807 2.41327 3.79952
C1 6.18858 2.49855 3.05788
C2 6.24936 2.52571 1.61019
C3 5.14395 2.55024 0.84804
O2 5.24070 2.42686 -0.47940
C4 3.74590 2.49816 1.41265
O3 2.79050 2.39634 0.68973
C5 3.72395 2.61830 2.87111
C6 4.81033 2.61066 3.64390
O4 4.75481 2.72763 4.97809
H1 7.24185 2.53177 1.17881
H2 4.34972 2.56836 -0.86703
H3 2.77143 2.74943 3.37465
H4 5.66269 2.94020 5.26454
O5 -1.59268 1.47431 -6.49628
C7 -1.78715 0.69721 -5.59122
C8 -2.07177 -0.73271 -5.74904
C9 -2.23585 -1.53506 -4.68500
O6 -2.69357 -2.78762 -4.85366
C10 -2.09496 -1.08195 -3.28038
O7 -2.04956 -1.84203 -2.33345
C11 -1.89202 0.35707 -3.12529
C12 -1.70817 1.18761 -4.15389
O8 -1.46523 2.48073 -3.96220
H5 -2.45870 -1.11581 -6.68492
H6 -2.72059 -3.20404 -3.97157
H7 -1.77105 0.61413 -2.07870
H8 -1.65665 2.97619 -4.77700
O9 5.75144 -2.11724 -3.41963
C13 4.64263 -2.58783 -3.28966
C14 4.03518 -3.46195 -4.29727
C15 2.83786 -4.01436 -4.13083
O10 2.32748 -4.96525 -4.93013
C16 1.93021 -3.53249 -3.07649
O11 0.73915 -3.75596 -3.09277
C17 2.51624 -2.66779 -2.03166
C18 3.77160 -2.20782 -2.14883
O12 4.33703 -1.34369 -1.27606
H9 4.78119 -3.88050 -4.96456
H10 1.50124 -5.27688 -4.52639
H11 1.77531 -2.38370 -1.30190
H12 5.29563 -1.41460 -1.44991
O13 -8.05299 -0.67421 1.22257
C19 -7.30473 -1.17819 0.42560
C20 -5.84500 -1.21284 0.67346
C21 -4.94102 -1.61167 -0.24131
O14 -3.63366 -1.31972 -0.13242
C22 -5.35270 -2.25237 -1.52437
O15 -4.55869 -2.76521 -2.27344
C23 -6.80363 -2.22828 -1.76413
C24 -7.69474 -1.79292 -0.88059
O16 -9.01942 -1.81861 -1.09222
H13 -5.37521 -0.66524 1.48441
H14 -3.21130 -1.74458 -0.90866
H15 -7.20422 -2.58055 -2.70744
H16 -9.48117 -1.42944 -0.33325
C25 5.08321 -0.97304 4.42668
N1 4.10029 -1.17724 3.36189
C26 4.64207 -1.17511 2.02606
C27 2.85713 -1.57269 3.71812
O17 1.92671 -1.64276 2.93524
H17 4.65261 -0.93741 5.42280
H18 5.63492 -0.05901 4.19866
H19 5.88001 -1.72393 4.48117
H20 3.93517 -1.53126 1.27941
H21 5.04042 -0.20766 1.71938
H22 5.44082 -1.91551 1.90450
H23 2.87662 -1.87709 4.77605
C28 1.64062 -0.25938 0.28547
N2 0.26663 0.19156 0.10824
C29 -0.73407 -0.59559 0.78764
C30 -0.01084 1.43802 -0.31738
O18 -1.10839 1.97501 -0.35065
H24 2.26939 0.18068 -0.48525
H25 1.57556 -1.34134 0.35661
H26 1.96931 0.06311 1.27386
H27 -1.66220 -0.07109 1.00807
H28 -1.04422 -1.46940 0.21200
H29 -0.40550 -0.92265 1.77725
H30 0.85573 1.85094 -0.86044
C31 -4.45747 2.67530 0.49206
N3 -4.43467 2.35203 1.89218
C32 -5.65685 2.50488 2.64434
C33 -3.29498 2.00630 2.52172
O19 -3.19244 1.79189 3.71683
H31 -5.03707 2.02278 -0.16787
H32 -3.43262 2.72558 0.11968
H33 -4.86539 3.67874 0.33396
H34 -6.07414 3.51413 2.61175
H35 -6.45033 1.85125 2.27383
H36 -5.55221 2.22453 3.68956
H37 -2.41587 1.98813 1.86132
C34 3.52838 0.59533 -5.27159
N4 2.77163 1.11235 -4.13551
C35 1.53243 0.40050 -3.86220
C36 3.26164 2.04391 -3.31927
O20 2.75957 2.41427 -2.26409
H38 2.88616 0.56792 -6.14777
H39 3.91020 -0.37350 -4.93020
H40 4.45159 1.12290 -5.51017
H41 0.89748 0.33857 -4.74374
H42 1.75702 -0.61556 -3.52209
H43 0.98761 0.84075 -3.02926
H44 4.12383 2.56089 -3.77169
C37 -2.35763 -3.02602 2.45940
N5 -2.11958 -4.22979 3.24434
C38 -0.73555 -4.37287 3.65063
C39 -3.08990 -5.04373 3.66240
O21 -4.27764 -4.77358 3.58500
H45 -3.33966 -3.18257 2.01083
H46 -1.60127 -3.04462 1.67839
H47 -2.39181 -2.09382 3.02255
H48 -0.01841 -4.44119 2.82902
H49 -0.35773 -3.54865 4.25999
H50 -0.58427 -5.27136 4.25306
H51 -2.70862 -5.96978 4.11638
C40 0.44327 4.14569 2.33115
N6 -0.92262 4.66576 2.14207
C41 -1.60183 4.82583 3.38730
C42 -1.35663 5.02265 0.92959
O22 -2.40142 5.57856 0.64931
H52 0.36827 3.23844 2.93172
H53 1.01068 4.89286 2.88907
H54 0.90248 3.90929 1.37390
H55 -2.65243 5.04074 3.18787
H56 -1.54543 3.95069 4.03733
H57 -1.18223 5.64368 3.98734
H58 -0.55318 4.83312 0.20200

Here are the Mulliken charges for atoms 1 to 8, given in e: -0.6494, 0.8926, -0.7648, 0.0881, -0.5540, 1.1142, -0.2724, -0.9046

| no. | molar mass (g/mol) |
| --- | --- |
| 1 | 1144.9 |
| 2 | 998.9 |